No. 1
42
Properties=species:S:1:pos:R:3:forces:R:3 method="wB97M-V/def2-TZVPD" lumo_ha=-0.024 homo_lumo_gap_ev=5.14 e_homo_ev=-5.79
N -2.6687 0.9410 -0.1265 -0.6 0.9 0.8
C 3.1566 0.8065 0.2009 -0.6 -0.3 0.7
H 1.6860 1.9111 -2.6851 0.3 -0.3 -0.1
H -1.8980 -2.6208 0.8548 -0.1 0.3 0.1
C 0.6669 0.2455 -0.2755 0.5 -0.1 -0.4
C -3.2566 -0.1548 -0.9253 -0.4 -0.3 -0.7
H -2.9102 -1.7722 1.9993 0.3 0.4 -0.2
H 3.2508 1.0233 -2.3700 -0.3 0.1 -0.3
H 1.9224 -0.7812 2.0399 0.1 -0.5 -0.1
C 1.8964 1.0732 -0.6648 0.3 0.7 -0.4
Cl -4.6647 0.4197 -1.8670 1.5 0.5 1.0
N -1.1375 2.3222 0.6417 -1.3 0.5 0.9
C -2.3300 2.6147 1.3210 0.2 0.2 0.0
H 4.0211 1.3581 -0.1990 -0.4 -0.2 -0.2
H 2.2986 -2.2041 -0.5866 0.1 0.4 -0.2
O -0.4799 0.8287 -1.0010 -0.7 -0.3 0.8
H -3.3564 -2.2949 -0.7940 -0.4 0.4 0.0
Cl -6.4229 -1.6802 -2.2320 -0.8 -1.0 -0.5
H 2.9582 1.2750 1.1859 0.2 -0.2 -0.3
C -3.4664 -1.4592 -0.0927 0.2 -0.1 0.5
I -5.2421 1.7835 1.5226 0.6 0.0 -0.4
H 0.7123 -0.7971 -0.6121 0.1 0.3 0.0
Cl -5.0767 -1.6483 0.6632 0.4 0.1 -0.1
H 1.6096 2.1257 -0.4605 0.1 -0.4 0.1
H 0.4755 0.2303 0.8068 -0.1 0.2 -0.3
H -0.2540 2.7965 0.7501 0.0 -0.2 -0.2
C -3.2610 1.7756 0.8481 -1.3 -0.4 0.1
C 2.9213 -1.1863 1.8366 1.0 0.6 -0.2
C 3.5240 -0.6787 0.4879 0.1 -0.2 0.0
H -2.4949 3.3879 2.0609 0.5 -0.1 -0.2
H 4.0167 -2.4793 -0.5648 -0.3 0.2 -0.1
H -2.5166 -0.3938 -1.7005 0.0 0.1 0.5
H -1.6137 -0.8940 1.0678 -0.3 -0.1 0.1
H 2.9883 -2.2793 1.9043 -0.4 0.3 0.0
C 3.2628 -1.6788 -0.6683 0.7 -0.5 0.3
H 3.4260 -1.2626 -1.6704 -0.3 0.0 0.3
H 4.6139 -0.6969 0.6568 -0.3 0.1 -0.2
H 3.5941 -0.7972 2.6205 -0.5 -0.1 0.0
H 1.7009 0.1259 -2.6001 0.4 0.3 -0.3
C -2.4034 -1.6575 1.0352 0.1 -0.7 -0.5
C 2.1668 1.0460 -2.2170 -0.6 -0.6 1.2
C -1.4153 1.3270 -0.1910 2.2 -0.4 -1.4

---

No. 2
99
Properties=species:S:1:pos:R:3:forces:R:3 method="wB97M-V/def2-TZVPD" lumo_ha=0.143 homo_lumo_gap_ev=3.93 charge=-2 e_homo_ev=-0.05 e_above_lowest_ev=0.0000
C 0.3653 1.9542 -2.6195 0.0 0.1 0.0
C 6.3011 -0.7443 -3.4937 0.0 0.0 0.0
N 0.9540 3.8615 -1.1083 0.0 -0.1 0.0
C 2.7044 -4.8261 3.0144 0.0 0.0 0.0
Br -1.2660 1.0968 0.9062 0.0 0.0 -0.1
H -4.6089 3.6673 2.1283 0.0 0.0 0.0
C 5.0345 -5.0116 3.6096 0.0 0.0 0.0
H 7.9470 -0.7055 -4.8667 0.0 0.0 0.0
H -5.1391 1.9209 -1.0683 0.0 0.0 0.0
H -2.2186 -2.4220 3.4417 0.0 0.0 0.0
H -1.9437 0.2517 -1.8674 0.0 0.0 0.0
C 0.0627 4.9527 -1.4208 0.0 0.0 0.0
C -5.8679 1.3361 1.7630 0.0 0.0 0.0
C 5.2075 1.2685 -5.0544 0.0 0.0 0.0
H -2.3116 -1.3847 -1.4101 0.0 0.0 0.0
H 0.7242 1.3882 -3.4804 0.0 0.0 0.0
H 2.0085 1.9974 1.4405 0.0 0.1 0.0
O 3.2680 -0.0155 -1.5959 -0.1 -0.1 -0.1
H -0.4477 4.7089 -2.3558 0.0 0.0 0.0
H 6.3958 -4.0273 2.2813 0.0 0.0 0.0
H 5.9081 -3.1132 0.2175 0.0 0.0 0.0
H -4.9400 -1.8148 -0.7770 0.0 0.1 0.0
H 0.0761 7.0954 -1.7939 0.0 0.0 0.0
H -4.5302 2.2525 3.9517 0.0 0.0 0.0
H 1.5165 6.2419 -2.3720 0.0 0.0 0.0
Sn 1.6378 -1.6916 0.2975 0.0 -0.1 -0.1
C -2.8257 -2.6006 0.8497 0.0 -0.1 -0.1
H 0.0791 -1.6868 -1.9126 0.0 0.0 0.0
H 0.6139 -3.3869 -1.5926 0.0 0.0 0.0
H -0.3729 -4.4447 3.9082 0.0 0.0 0.0
H -5.9856 -0.4255 -0.4642 0.0 0.0 0.0
H -2.7190 -3.5208 1.4376 0.0 0.0 0.0
H 1.3130 6.5460 -0.6477 0.0 0.0 0.0
H 5.8059 -5.3802 4.2751 0.0 0.0 0.0
C -2.1878 -1.4563 2.9240 0.0 0.0 0.0
C 3.6890 -5.2838 3.8635 0.0 0.0 0.0
N 4.1439 -2.2418 -0.2783 0.1 0.1 -0.1
H 1.5783 3.6844 -3.0751 0.0 0.0 0.0
O 2.0651 -3.7467 1.0227 -0.1 0.1 0.0
H -3.4108 2.1931 -1.3689 0.0 0.0 0.0
H -3.5707 -2.8001 0.0768 0.0 0.0 0.1
H -4.9208 -1.1903 3.2174 0.0 -0.1 -0.1
C 6.4425 0.7333 -5.3934 0.0 0.0 0.0
H -6.1926 0.3326 2.0413 0.0 0.0 0.0
H 1.6772 1.4763 -0.2064 0.0 -0.1 0.0
H -1.8621 -2.4334 0.3494 0.0 0.0 0.1
C -2.7613 -0.4638 -1.7774 0.0 0.0 0.0
C 0.7820 6.2926 -1.5659 0.0 0.0 0.0
C -4.0256 2.9801 1.5021 0.0 0.0 0.0
H 0.4501 5.1207 0.9462 0.0 0.0 0.0
H -2.9694 3.2069 1.6466 0.0 0.0 0.0
H 0.2155 1.2482 -1.8035 0.0 0.0 0.0
H 2.3231 2.5463 -1.9759 0.0 -0.1 0.0
H -2.9343 1.5882 3.5812 0.0 0.0 0.0
C 4.5291 0.8010 -3.9364 0.0 0.0 0.0
C 2.0508 2.2986 0.3981 0.1 0.0 0.1
H -3.1505 -0.6515 -2.7863 0.0 0.0 0.0
H 3.5604 1.1899 -3.6553 0.0 0.1 0.0
H -0.6028 2.3978 -2.8729 0.0 0.0 0.0
H 6.9771 1.0962 -6.2645 0.0 0.0 0.0
H 6.7030 -1.5330 -2.8731 0.0 0.0 0.0
H 4.7701 2.0515 -5.6645 0.0 0.0 0.0
C 0.4175 -4.1692 3.2052 0.0 0.0 0.0
H 0.0220 -4.0915 2.1938 0.0 0.0 0.0
N 0.9521 4.2798 1.2212 0.0 0.0 0.0
H -6.1947 1.5233 0.7386 0.0 0.0 0.0
H -5.4013 -1.8797 1.6608 0.0 0.0 0.0
C 6.9847 -0.2774 -4.6070 0.0 0.0 0.0
C 3.0073 -4.0692 1.8422 0.1 0.0 0.1
C 5.3563 -4.2539 2.4999 0.0 0.0 0.0
Si -3.3339 0.2287 0.9177 0.0 0.1 0.1
C -4.2345 1.4875 -1.4997 0.0 0.0 0.0
C -4.3539 1.5381 1.9236 0.0 0.0 0.0
H -0.7188 5.0187 -0.6573 0.0 0.0 0.0
H 0.8279 -3.1953 3.4862 0.0 0.0 0.0
C 1.2727 3.5650 0.2004 0.0 0.0 -0.1
C -3.8959 0.1103 -0.9129 0.0 0.0 0.0
H 3.3840 -5.8623 4.7289 0.0 0.0 0.0
C 4.3792 -3.7600 1.6295 0.0 0.0 0.0
N 4.8535 -1.7120 -1.3402 0.0 -0.2 -0.1
H -5.4524 -0.7845 -2.1089 0.0 0.0 0.0
H -4.3010 0.5055 3.8678 0.0 0.1 0.0
C 1.3778 3.0213 -2.2257 0.0 0.0 0.0
H -1.1849 -1.3383 2.5109 0.0 0.0 0.0
C 5.0645 -0.2054 -3.1405 -0.1 -0.1 -0.1
C 4.8454 -3.0105 0.4620 0.0 0.0 0.1
H -4.5261 -2.8641 2.8320 0.0 0.0 0.0
H -6.3984 2.0469 2.4093 0.0 0.0 0.0
C -4.6064 -1.8556 2.4110 0.0 0.0 0.0
O 1.4074 -5.1908 3.3060 0.0 0.0 0.0
C -3.2446 -1.4729 1.8056 0.0 0.0 0.0
H -4.2759 3.1887 0.4641 0.0 0.0 0.0
H -2.3452 -0.6737 3.6663 0.0 0.0 0.0
C 4.2767 -0.6797 -1.9273 0.2 0.3 0.3
C 0.3773 -2.4155 -1.1484 0.0 0.1 0.1
C -5.1399 -0.7814 -1.0577 0.0 0.0 0.0
H -4.4051 1.3746 -2.5770 0.0 0.0 0.0
H 3.0962 2.4279 0.1104 0.0 0.0 0.0
C -4.0048 1.4517 3.4166 0.0 0.0 0.0

---

No. 3
74
Properties=species:S:1:pos:R:3:forces:R:3 method="wB97M-V/def2-TZVPD" lumo_ha="0.013 / 0.013" homo_lumo_gap_ev="7.05 / 7.05" e_homo_ev="-6.68 / -6.68" e_above_lowest_ev=1.8613
C 2.4577 3.3625 -1.9524 0.0 0.2 -0.1
C 1.9351 -1.7912 3.3136 0.0 0.0 0.0
H -6.9464 0.7240 -0.5386 0.0 0.0 0.0
C 1.9780 -3.0625 3.8752 0.0 0.0 0.0
H 0.3021 -0.5152 2.6784 0.0 0.0 0.0
H -1.6761 -1.9070 -4.3395 0.0 0.0 0.0
H 4.3910 0.7246 -2.3211 0.0 0.0 0.0
H -3.5715 4.3044 -0.1034 0.0 0.0 0.0
C 1.4118 -4.7426 0.9485 0.0 0.0 0.0
H 2.3398 -2.2333 -0.9113 0.0 0.0 0.0
H -3.9849 1.6130 -3.4141 0.0 0.0 0.0
C -0.8134 -0.7128 -2.8716 -0.3 -0.1 0.3
C -3.1025 1.0027 -3.2823 0.1 -0.2 0.1
C -1.7476 -0.9841 -3.7815 -0.1 0.0 0.0
O 2.1438 1.0619 -1.6128 0.1 -0.3 0.0
S 1.5426 -0.8790 0.7759 -0.1 0.0 0.0
H 4.7783 -2.7632 5.7544 0.0 0.0 0.0
C -2.5114 1.9740 -0.9538 -0.1 0.0 -0.1
C -4.3178 3.5289 -0.2075 0.0 0.0 0.0
N -1.7626 2.5897 1.1277 0.0 -0.1 0.1
H 0.1336 -2.2147 2.1703 0.0 0.0 0.0
S -0.0054 2.0948 -4.2535 -0.1 0.1 -0.1
N 2.9203 2.0939 -1.9622 0.0 0.0 -0.1
C -0.1505 -3.5475 -0.4251 0.0 0.0 0.0
H 5.2859 4.8638 -3.1079 0.0 0.0 0.0
H 6.0439 2.4544 -3.0850 0.0 0.0 0.0
C 4.6207 4.0758 -2.7824 0.0 -0.1 0.0
C 2.0763 -2.4815 0.1193 0.0 0.0 -0.1
H 2.9775 5.3853 -2.3754 0.0 0.0 0.0
N -0.8169 2.9863 3.1582 0.0 0.0 0.0
C 1.0890 -3.6086 0.2088 0.0 0.0 0.0
N -0.9015 0.4935 -2.1343 0.3 0.0 -1.3
H 3.0127 -4.4006 5.1903 0.0 0.0 0.0
C 3.9834 -2.4911 5.0723 0.0 0.0 0.0
H -7.6360 2.9848 0.1840 0.0 0.0 0.0
H 2.9968 -2.7168 0.6569 0.0 0.0 0.0
C -0.7282 1.6968 -2.8274 0.1 0.4 0.2
Ru 0.3044 1.5709 -0.8192 -1.0 -0.3 0.1
H -4.5807 0.2638 -1.0681 0.0 0.0 0.0
C -4.8812 1.2540 -0.7483 0.0 0.0 0.0
C -2.8925 -0.1038 -4.0035 0.0 0.0 0.0
C -6.5973 2.7812 -0.0422 0.0 0.0 0.0
C -5.6479 3.7886 0.0760 0.0 0.0 0.0
C -1.0485 -4.5978 -0.3089 0.0 0.0 0.0
S 0.8614 3.7329 -1.4696 0.1 0.0 0.3
C 0.5162 -5.7965 1.0583 0.0 0.0 0.0
C -0.6889 2.5959 1.8618 0.0 -0.1 -0.2
C 4.1754 1.7808 -2.3615 0.0 0.0 0.0
C -2.1092 1.4434 -2.2879 0.2 -0.2 0.2
C 2.9252 -0.8676 3.6477 0.0 0.0 0.0
H 0.0032 -1.3666 -2.6074 0.1 0.1 0.0
C -0.7195 -5.7246 0.4326 0.0 0.0 0.0
H 0.0110 3.2939 3.6358 0.0 0.0 0.0
H 2.8870 0.1317 3.2286 0.0 0.0 0.0
N -1.5257 2.1037 -0.1395 0.1 0.0 0.1
H 4.7066 -0.4921 4.7731 0.0 0.0 0.0
C 5.0504 2.7389 -2.7734 0.0 0.1 0.0
C 2.9948 -3.4103 4.7534 0.0 0.0 0.0
C -6.2114 1.5137 -0.4505 0.0 0.0 0.0
H -1.4213 -6.5438 0.5189 0.0 0.0 0.0
C 0.8410 -1.4078 2.3595 0.0 0.1 -0.1
H -3.6109 -0.3901 -4.7601 0.0 0.0 0.0
O 0.3392 -0.5065 -0.0803 0.0 -0.1 0.2
C -3.9263 2.2587 -0.6250 0.0 0.1 0.0
H -5.9459 4.7795 0.3936 0.0 0.0 0.0
C 3.9447 -1.2178 4.5196 0.0 0.0 0.0
S 0.9101 2.1119 1.3482 0.4 0.5 0.3
H 1.2043 -3.7796 3.6283 0.0 0.0 0.0
H -0.4234 -2.6675 -0.9918 0.0 0.0 0.0
H -2.0096 -4.5338 -0.8027 0.0 0.0 0.0
H 2.3761 -4.8010 1.4401 0.0 0.0 0.0
H 0.7856 -6.6741 1.6319 0.0 0.0 0.0
H -1.6945 3.4033 3.4203 0.0 0.0 0.0
C 3.3507 4.3711 -2.3784 -0.1 0.0 0.0

---

No. 4
74
Properties=species:S:1:pos:R:3:forces:R:3 method="wB97M-V/def2-TZVPD" lumo_ha=0.055 homo_lumo_gap_ev=8.35 charge=-1 e_homo_ev=-6.84 e_above_lowest_ev=3.0213
H 8.8380 18.0320 33.6300 0.0 -0.1 0.9
C 8.0610 18.6190 33.1630 -2.9 -8.1 0.8
C 9.5350 23.6350 33.6990 -6.1 2.9 -4.8
O 8.7750 19.6430 36.1900 0.4 2.7 0.6
O 14.2170 24.1530 39.0420 -3.4 -2.0 -4.0
H 6.1260 19.6440 36.5730 0.0 -0.4 -0.4
H 6.7360 17.2990 34.4170 -0.3 3.1 -0.4
C 11.7040 19.9190 32.0600 -4.5 -3.4 1.8
H 8.8840 24.5160 33.7370 -0.1 -0.2 1.7
O 13.6130 23.2970 36.9430 2.0 0.7 2.4
H 12.1530 12.3830 35.9110 0.1 0.6 1.3
H 11.8860 21.7310 33.1900 0.8 -0.5 -0.3
H 7.4940 22.1720 37.5790 -1.3 -2.2 1.4
O 12.7390 24.7700 33.0370 2.3 -0.7 -0.5
H 8.3760 19.5150 33.2070 1.6 6.9 -0.6
O 6.0800 17.5450 32.6320 -3.2 0.8 -0.7
O 10.3930 20.5920 35.1010 0.9 3.6 -1.1
O 10.9120 25.8900 34.3160 1.8 -0.8 -3.1
O 9.8850 13.8540 36.3890 -0.4 2.6 0.3
H 8.1450 21.9280 33.8910 -1.0 0.3 0.7
O 4.6470 20.9140 37.3490 0.0 -1.7 -1.5
S 8.6740 14.9470 35.8330 0.5 -3.8 -2.2
O 8.0120 17.9830 31.8880 2.7 1.7 -1.9
C 13.3720 23.6950 38.2010 3.7 2.0 4.1
C 5.9800 20.6610 36.8670 1.4 3.9 -2.2
H 10.0840 12.5990 34.6910 -0.5 0.9 -0.2
H 12.4280 21.9770 36.1610 0.5 -6.9 -2.6
O 5.9510 21.4780 38.9310 1.7 0.7 3.2
C 10.0160 12.6250 35.7780 0.5 -3.8 -0.9
H 10.7010 19.8720 32.7300 2.5 -0.5 -0.8
O 9.0370 15.3370 34.4690 -0.6 -0.1 2.0
H 9.9090 16.8870 36.6960 -1.6 -2.0 1.3
O 3.7750 21.2780 39.4170 2.4 -0.8 -2.3
H 11.2130 11.4290 37.1730 0.4 0.0 1.0
C 11.2770 26.4580 31.7800 1.0 1.0 0.9
S 11.4640 25.3340 33.0290 -5.5 -0.7 6.4
H 10.5480 23.6500 37.3310 -1.0 1.3 -1.0
H 7.7030 20.4810 38.3710 -0.5 0.2 -0.2
C 13.8310 19.3670 32.7200 -2.8 -0.4 1.1
O 12.6310 18.8160 32.3330 -0.4 1.6 -0.7
N 10.0310 20.0350 36.0930 -1.6 -9.4 -0.2
O 6.6460 16.7270 30.6530 -0.4 -1.3 -2.8
C 8.5550 22.5440 33.1220 3.7 0.3 0.3
H 12.2620 21.6000 31.5570 1.5 3.5 -3.9
C 4.7230 21.1480 38.6240 -3.3 2.0 3.0
O 13.6530 20.7260 32.8780 3.2 -0.6 -0.3
C 6.9420 21.1780 37.9920 0.2 1.3 -2.2
O 12.0770 23.5540 38.5160 2.1 1.3 2.7
H 6.1390 21.5240 36.0340 -0.5 -2.9 1.2
H 7.9880 22.8540 32.2810 -0.8 0.3 -0.3
H 12.2560 27.0200 32.0280 -1.8 -0.2 -1.5
C 11.3810 23.0350 37.4990 -2.6 -3.4 -0.6
H 12.2530 23.5930 35.6260 -0.6 0.5 -1.6
H 10.7930 22.0560 37.8590 1.9 1.4 -0.9
H 8.5710 15.8910 37.9120 0.8 0.1 0.7
C 12.4340 22.8960 36.3880 -2.7 5.1 1.4
H 9.2400 11.9200 36.0810 -0.8 0.5 -0.2
O 10.3690 24.1670 32.6600 2.4 -0.3 -1.1
O 7.4280 14.1820 36.0130 1.7 2.0 0.1
H 6.1590 19.2120 34.2180 -0.3 -1.8 -1.4
H 11.1580 19.7670 31.0830 1.7 0.5 0.3
C 6.9040 17.3900 31.5670 -0.4 1.1 3.8
O 14.7180 18.6760 33.0760 1.1 0.7 -0.3
C 11.2780 11.7710 36.1720 -0.1 4.8 1.0
H 11.6030 11.0320 35.5730 -0.5 -3.3 -2.5
H 11.1890 25.8110 30.9590 0.9 -0.4 -1.9
O 10.8140 19.1440 36.6550 -0.1 3.1 0.5
C 6.5950 18.2760 33.7090 3.5 -2.3 2.3
H 8.1880 17.0440 36.6300 0.7 -1.2 0.3
C 12.4470 21.1480 32.4190 -3.0 -0.8 3.1
H 9.3180 21.8650 32.8010 0.3 -1.0 -1.1
C 8.9390 16.2370 36.9640 -0.1 3.2 -2.0
H 9.8550 23.3260 34.5750 2.7 -1.2 3.9
H 10.3050 26.9360 31.8370 0.3 0.6 0.5

---

No. 5
10
Properties=species:S:1:pos:R:3:forces:R:3 method="wB97M-V/def2-TZVPD" smiles="CC(=S)C=C=O" lumo_ha=-0.005 homo_lumo_gap_ev=8.51 e_homo_ev=-8.64 e_above_lowest_ev=1.5744
C 1.7971 0.4725 -0.8725 2.5 -0.1 -1.7
C -1.4110 -0.2837 0.6565 0.5 2.9 0.4
O 2.6129 0.6734 -1.6724 -0.9 0.2 1.0
S -0.3004 -0.6056 -1.9371 -1.0 -0.4 -0.2
C 1.0001 0.1953 0.1360 -0.3 -0.4 3.0
C -0.2751 -0.2946 -0.3249 -0.1 0.5 -0.4
H -0.9083 -0.5768 1.6016 -1.2 -0.6 -0.2
H -2.4108 -0.6761 0.3182 1.4 0.1 0.6
H -1.5097 0.9045 0.8798 -0.2 -2.6 -0.6
H 1.4050 0.1911 1.2147 -0.8 0.3 -1.9

---

Calculated total energy for the records above, in order: -64530.33784; -132005.71966; -92157.60839; -85332.08043; -17093.57076 eV